[1]
Below is a cluster of 2 separate species, C16H25F3N5O5 in total, with properties calculated with ωB97M-V/def2-TZVPD.

Summary:
* HOMO: -0.0428 Eh
* orbital gap: 0.091 hartree

ORCA input file:
```
! RIJCOSX wB97M-V def2-TZVPD def2/J DEFGRID3
* xyz -1 1
N 0.62630 2.33074 0.47740
C 0.84426 1.68289 1.68061
O 1.87277 1.88847 2.30318
C -0.27984 0.81133 2.16521
C -0.46410 -0.51418 1.41582
N 0.64888 -0.93702 0.51156
C 0.14000 -1.91824 -0.47672
C -0.27743 -1.23289 -1.79436
C -1.77702 -1.36624 -2.10633
C -2.42890 -0.11206 -2.72489
N -3.30539 0.56854 -1.80737
C -2.90819 1.14644 -0.61521
C -4.00680 1.64740 0.03643
C -5.13804 1.38086 -0.80224
C -4.66388 0.72199 -1.92401
C 1.79714 -1.22265 1.16710
N 1.96162 -1.01785 2.50278
N 2.85512 -1.75283 0.47938
C 3.16840 -1.50516 -0.92209
C 4.37091 -0.58103 -1.17019
O 5.05833 -0.97290 -2.33606
C 3.97336 0.89418 -1.29046
F 4.88227 1.60427 -1.96424
F 2.79197 1.03670 -1.95046
F 3.82870 1.44431 -0.07683
H 0.20942 1.77503 -0.25319
H 1.44489 2.84063 0.17453
H -1.25687 1.33857 2.15336
H -0.09708 0.60251 3.22062
H -1.34465 -0.46535 0.77276
H -0.66757 -1.31152 2.14278
H 0.88918 -2.69423 -0.63817
H -0.72318 -2.41590 -0.02742
H 0.30788 -1.64953 -2.62010
H -0.01875 -0.17249 -1.70824
H -2.32048 -1.57846 -1.18118
H -1.93993 -2.21161 -2.77829
H -1.65742 0.59276 -3.05317
H -3.02035 -0.38568 -3.59856
H -1.86908 1.15478 -0.32338
H -3.98719 2.12488 1.00754
H -6.16456 1.63510 -0.59371
H -5.19933 0.34311 -2.78355
H 2.27598 -0.10744 2.84235
H 1.57245 -1.65383 3.17589
H 3.67148 -1.72540 1.07703
H 2.29012 -1.13927 -1.44312
H 3.45182 -2.45719 -1.38395
H 5.07910 -0.66441 -0.34331
H 4.42013 -1.22738 -3.01244
C -2.24375 1.36751 4.62217
O -2.89110 1.97352 5.51905
O -2.45520 1.60016 3.35419
O -1.32640 0.48606 4.90151
*
```

These are the Löwdin partial charges, in e, on atoms 1 to 6: 0.160, -0.518, 0.024, -0.120, -0.109, -0.006

=====

[2]
Below is a cluster of 4 separate species, C16H25F3NO11PS in total, with properties calculated with ωB97M-V/def2-TZVPD.

Summary:
* HOMO: -0.3791 Eh
* SMILES string: [H]/N=C(\C)CPS(=O)(=O)C(F)(F)F.C[C@@H]1COC(=O)O1.C[C@@H]1COC(=O)O1.C[C@@H]1COC(=O)O1
* orbital gap: 0.380 hartree
* relative energy (zero: lowest compared OMol25 entry of this formula, charge and spin): 5.1 kcal per mole

ORCA input file:
```
! RIJCOSX wB97M-V def2-TZVPD def2/J DEFGRID3
* xyz 0 1
H -2.42666 4.26064 -6.06208
N -2.84832 3.43802 -5.63465
C -2.80663 3.56303 -4.37389
C -2.19869 4.75692 -3.68273
C -3.35704 2.44238 -3.54852
P -2.04384 1.23407 -3.09446
S -1.25889 1.94485 -1.22527
O 0.13443 1.60449 -1.21129
O -1.60278 3.30960 -0.94327
C -2.02277 0.92878 0.15566
F -2.39549 -0.28910 -0.24737
F -3.06266 1.58151 0.68821
F -1.06576 0.80207 1.09457
H -1.16466 4.82277 -4.00374
H -2.19124 4.64713 -2.60843
H -2.68953 5.66696 -3.99533
H -3.91137 2.79682 -2.68946
H -4.02477 1.88884 -4.19547
H -0.97033 1.61471 -3.91737
C 5.21221 1.25992 -1.34765
C 4.30215 1.51687 -2.52218
C 3.29650 0.42424 -2.78184
O 3.07512 0.54469 -4.19632
C 4.20647 1.05886 -4.73980
O 4.44216 1.09423 -5.89991
O 5.02779 1.52991 -3.76873
H 4.63079 1.01278 -0.45950
H 5.89670 0.44000 -1.56320
H 5.81889 2.13873 -1.12962
H 3.80689 2.48579 -2.41560
H 2.36645 0.56792 -2.23688
H 3.68844 -0.57288 -2.56898
C -3.04803 -1.22020 3.78038
C -2.81859 -2.57181 3.14727
C -3.69979 -2.86989 1.95898
O -3.79325 -4.29861 2.00436
C -3.63810 -4.67741 3.29945
O -3.86648 -5.75746 3.72046
O -3.17931 -3.63531 4.04422
H -3.00451 -0.42999 3.03061
H -4.01802 -1.19167 4.27605
H -2.29198 -1.01492 4.53793
H -1.76362 -2.69547 2.88623
H -3.26478 -2.54216 1.01844
H -4.70344 -2.44918 2.06109
C 1.27205 -3.25012 4.42276
C 2.48478 -2.58809 3.81741
C 2.38499 -1.08599 3.67148
O 3.21897 -0.83584 2.53228
C 3.20518 -1.95468 1.76450
O 3.60795 -2.01742 0.65363
O 2.65833 -2.98898 2.44602
H 0.99406 -2.77741 5.36476
H 0.43097 -3.19321 3.73153
H 1.45996 -4.30544 4.61388
H 3.38982 -2.86563 4.36366
H 2.75003 -0.54356 4.53955
H 1.36919 -0.75508 3.43819
*
```

These are the Löwdin partial charges, in e, on atoms 1 to 6: 0.059, 0.133, -0.526, -0.037, -0.389, 0.905

=====

[3]
Below is a structure of composition C16H25GaO9S, with properties calculated with ωB97M-V/def2-TZVPD.

Summary:
* HOMO: 0.0307 Eh
* orbital gap: 0.097 hartree

ORCA input file:
```
! RIJCOSX wB97M-V def2-TZVPD def2/J DEFGRID3
* xyz -2 1
O 4.73868 -0.59242 1.78846
C 4.31329 -0.69718 0.59462
O 4.27374 -1.78498 -0.02387
Ga 3.67144 1.04626 -0.30424
S 3.58559 0.86906 -2.62962
C 1.85717 1.58490 0.51867
O 0.71734 1.61032 -0.45239
C -0.06012 0.49788 -0.26716
C -1.07555 0.51123 0.64260
C -1.81163 -0.63066 0.81736
C -1.51590 -1.73240 0.08462
C -0.50653 -1.74638 -0.83036
C 0.23409 -0.61017 -1.01407
H 4.72449 2.22599 0.07751
H 4.60830 0.05069 -2.92044
H 1.87807 2.56671 1.00487
H 1.62924 0.86486 1.30530
H -1.27691 1.38995 1.23518
H -2.60119 -0.64197 1.55676
H -2.07937 -2.64800 0.23046
H -0.24882 -2.61845 -1.41344
H 1.06972 -0.55249 -1.69880
C -4.30290 -8.19161 1.36187
C -5.12560 -6.95965 1.04762
O -4.45041 -6.10391 0.12153
C -4.52862 -6.46548 -1.15776
O -5.12388 -7.42101 -1.59088
O -3.82601 -5.59374 -1.87329
C -3.75772 -5.88960 -3.26753
H -3.30497 -7.90686 1.69681
H -4.78326 -8.78329 2.14210
H -4.18412 -8.81744 0.47756
H -5.26752 -6.36723 1.95011
H -6.11367 -7.22381 0.66965
H -4.75156 -6.03253 -3.68757
H -3.14455 -6.77428 -3.43408
H -3.28727 -5.03576 -3.74648
C 3.82312 8.67638 1.88339
C 3.02775 7.50811 2.42966
O 1.94453 7.16413 1.56571
C 2.29642 6.42376 0.49902
O 3.40548 6.04960 0.24561
O 1.20166 6.20038 -0.22146
C 1.42792 5.45029 -1.42464
H 3.16428 9.52166 1.67352
H 4.58483 8.98976 2.59905
H 4.31650 8.40676 0.95001
H 2.57470 7.77977 3.38321
H 3.66404 6.64058 2.60415
H 1.95306 4.51977 -1.21623
H 1.98907 6.05416 -2.13777
H 0.45355 5.21835 -1.84494
*
```

These are the Löwdin partial charges, in e, on atoms 1 to 6: -0.234, -0.858, -0.209, 0.140, 0.155, -0.239

=====

[4]
Below is a structure of composition C16H25IrN5O6, with properties calculated with ωB97M-V/def2-TZVPD.

Summary:
* HOMO (spin up / spin down): -0.3756 / -0.4366 Eh
* expectation value of S²: 6.022
* orbital gap (spin up / spin down): 0.230 / 0.195 hartree

ORCA input file:
```
! RIJCOSX wB97M-V def2-TZVPD def2/J DEFGRID3
* xyz 1 5
O 0.06985 -2.23742 -5.52952
H -0.67135 -1.85302 -5.01402
Ir -0.09535 0.01888 -0.94342
N 1.40205 -1.00842 -1.59642
N -0.75905 -1.75012 -0.51802
N 0.64245 1.87598 -1.12762
N -1.41595 0.99818 0.21078
O 2.75165 -0.63962 -1.69602
O 1.78565 2.30488 -1.82982
O -2.54545 0.49998 0.88428
O -1.91225 -2.13752 0.17978
C -0.08455 -2.77062 -1.25992
C 1.09225 -2.38212 -1.80802
C 0.05075 2.75938 -0.41342
C -1.15675 2.24448 0.37468
C 2.07325 -3.22132 -2.61762
H 2.22225 -2.73922 -3.58522
H 1.71535 -4.22842 -2.81192
H 3.03425 -3.28312 -2.10942
C -0.72945 -4.14922 -1.34712
H -1.70445 -4.05352 -1.82552
H -0.86765 -4.56762 -0.35092
H -0.14705 -4.85302 -1.93602
C 0.45605 4.23158 -0.27432
C -1.94815 3.22528 1.24748
H 1.09185 4.56248 -1.09522
H 1.00915 4.38868 0.65098
H -0.41075 4.89088 -0.27812
H -2.54735 2.71498 2.00088
H -2.62645 3.81848 0.63498
H -1.29125 3.90288 1.79118
H 1.81865 1.63108 -2.54842
H -2.57185 -0.41592 0.56538
C -1.40095 0.06068 -2.47132
H -1.79005 0.06978 -3.48972
H -1.50785 1.12448 -2.27852
H -2.22705 -0.41132 -1.94262
O 2.15255 0.97658 -5.11592
H 1.82425 0.06088 -5.50102
H 1.40475 1.09628 -4.45272
N 0.74825 -0.07762 0.89338
C 0.76675 -0.08722 2.05898
C 0.52195 -0.07122 3.49698
C -0.80255 0.08998 3.98638
C -1.05765 0.10268 5.36688
C -0.00415 -0.04302 6.26848
C 1.30265 -0.20232 5.79408
C 1.56195 -0.21512 4.41588
H -1.64285 0.20498 3.31138
H -2.06865 0.22808 5.74088
H -0.20255 -0.03092 7.33608
H 2.11575 -0.31382 6.49628
H 2.57485 -0.33982 4.06158
*
```

These are the Löwdin partial charges, in e, on atoms 1 to 6: 0.012, 0.003, 1.423, -0.236, -0.273, -0.155

=====

[5]
Below is a structure of composition C16H25N3O3S, with properties calculated with ωB97M-V/def2-TZVPD.

Summary:
* HOMO: -0.3058 Eh
* orbital gap: 0.288 hartree
* relative energy (zero: lowest compared OMol25 entry of this formula, charge and spin): 423.7 kcal per mole

ORCA input file:
```
! RIJCOSX wB97M-V def2-TZVPD def2/J DEFGRID3
* xyz 0 1
C -1.80391 4.22556 2.02843
C -0.88423 3.45542 1.25496
H -0.88514 2.46063 1.82478
H 0.11089 3.82423 1.26973
C -1.28977 3.12101 -0.44851
C -0.21668 2.01021 -0.89194
C -0.59068 0.82232 -1.37214
N -0.13402 -0.15298 -1.88050
C 1.16653 0.00265 -1.93064
N 1.84563 1.23880 -1.51153
C 1.06884 2.17355 -0.70956
O 1.63461 3.09568 -0.47524
H 2.80924 1.35953 -1.74445
S 2.20015 -1.22829 -2.46323
C 0.75557 -2.45165 -2.98589
H 0.48539 -2.10618 -3.79433
H 1.46294 -3.29167 -3.27014
C -0.10266 -2.62607 -1.85875
O -1.49721 -2.40842 -2.06341
N 0.27302 -3.02931 -0.52474
C 1.45707 -3.34543 -0.22481
C 2.17052 -2.40317 1.01009
H 3.12921 -2.45115 1.07199
C 1.57125 -2.56219 2.36193
C -0.21151 -1.90208 2.53357
C -0.91757 -1.75333 1.29970
C -0.77956 -3.05410 0.25134
H -0.75190 -3.98122 1.17146
H -1.66700 -3.27511 -0.09219
H -1.82653 -1.62447 1.63743
H -0.74060 -1.00342 0.70349
H 0.14576 -0.83523 2.68502
H -0.42315 -2.29068 3.36951
H 2.14103 -2.15435 2.88907
H 1.34950 -3.61404 2.35360
H 1.80707 -1.26514 0.74502
H 2.03517 -3.28475 -1.09498
H 1.77643 -4.25792 0.37516
O -2.10302 0.51983 -1.24228
H -2.13369 -0.47256 -1.51943
C -0.96087 4.49898 -1.03781
H -1.60789 5.00566 -0.52829
H -1.27254 4.10046 -2.12515
H -0.02505 4.77411 -1.08962
H -2.29989 2.57946 -0.27158
H -1.90813 5.33742 1.55196
H -1.55569 4.32018 2.97251
H -2.80692 3.89921 1.79038
*
```

These are the Löwdin partial charges, in e, on atoms 1 to 6: -0.157, -0.228, 0.123, 0.079, -0.143, -0.087

=====

Repeat the fifth record exactly.
Below is a structure of composition C16H25N3O3S, with properties calculated with ωB97M-V/def2-TZVPD.

Summary:
* HOMO: -0.3058 Eh
* orbital gap: 0.288 hartree
* relative energy (zero: lowest compared OMol25 entry of this formula, charge and spin): 423.7 kcal per mole

ORCA input file:
```
! RIJCOSX wB97M-V def2-TZVPD def2/J DEFGRID3
* xyz 0 1
C -1.80391 4.22556 2.02843
C -0.88423 3.45542 1.25496
H -0.88514 2.46063 1.82478
H 0.11089 3.82423 1.26973
C -1.28977 3.12101 -0.44851
C -0.21668 2.01021 -0.89194
C -0.59068 0.82232 -1.37214
N -0.13402 -0.15298 -1.88050
C 1.16653 0.00265 -1.93064
N 1.84563 1.23880 -1.51153
C 1.06884 2.17355 -0.70956
O 1.63461 3.09568 -0.47524
H 2.80924 1.35953 -1.74445
S 2.20015 -1.22829 -2.46323
C 0.75557 -2.45165 -2.98589
H 0.48539 -2.10618 -3.79433
H 1.46294 -3.29167 -3.27014
C -0.10266 -2.62607 -1.85875
O -1.49721 -2.40842 -2.06341
N 0.27302 -3.02931 -0.52474
C 1.45707 -3.34543 -0.22481
C 2.17052 -2.40317 1.01009
H 3.12921 -2.45115 1.07199
C 1.57125 -2.56219 2.36193
C -0.21151 -1.90208 2.53357
C -0.91757 -1.75333 1.29970
C -0.77956 -3.05410 0.25134
H -0.75190 -3.98122 1.17146
H -1.66700 -3.27511 -0.09219
H -1.82653 -1.62447 1.63743
H -0.74060 -1.00342 0.70349
H 0.14576 -0.83523 2.68502
H -0.42315 -2.29068 3.36951
H 2.14103 -2.15435 2.88907
H 1.34950 -3.61404 2.35360
H 1.80707 -1.26514 0.74502
H 2.03517 -3.28475 -1.09498
H 1.77643 -4.25792 0.37516
O -2.10302 0.51983 -1.24228
H -2.13369 -0.47256 -1.51943
C -0.96087 4.49898 -1.03781
H -1.60789 5.00566 -0.52829
H -1.27254 4.10046 -2.12515
H -0.02505 4.77411 -1.08962
H -2.29989 2.57946 -0.27158
H -1.90813 5.33742 1.55196
H -1.55569 4.32018 2.97251
H -2.80692 3.89921 1.79038
*
```

These are the Löwdin partial charges, in e, on atoms 1 to 6: -0.157, -0.228, 0.123, 0.079, -0.143, -0.087